Entry 1:
Below is a single C4H7NO2 molecule, with properties calculated with ωB97M-V/def2-TZVPD.

Results
Gap between HOMO and LUMO in eV: 10.6646
SMILES: NC(=O)C[C@H]1CO1
Total energy in a.u.: -361.8036
Energy relative to the best compared isomer or geometry (same formula, charge and spin) in kJ/mol: 202.8
LUMO energy in eV: 0.877

```
! wB97M-V def2-TZVPD RIJCOSX def2/J DEFGRID3
* xyz 0 1
N 1.828 0.765 1.231
C 0.583 0.264 1.018
O -0.405 0.891 1.360
C 0.373 -1.006 0.238
C -0.920 -0.677 -0.614
C -1.422 0.556 -1.280
O -0.775 -0.484 -2.003
H 1.844 1.750 1.445
H 2.688 0.302 0.997
H 0.090 -1.827 0.913
H 1.286 -1.382 -0.269
H -1.735 -1.323 -0.284
H -0.944 1.537 -1.232
H -2.493 0.632 -1.522
*
```

Entry 2:
Below is a molecular structure, C24H61AlIN6O6S2 at a distorted geometry, with properties calculated with ωB97M-V/def2-TZVPD.

Results
Gap between HOMO and LUMO in eV: 7.8695
Total energy in a.u.: -3067.5004
LUMO energy in eV: 2.138

```
! wB97M-V def2-TZVPD RIJCOSX def2/J DEFGRID3
* xyz -1 1
S -2.606 -3.866 4.697
C -1.742 -3.494 3.408
N -1.063 -3.269 2.456
Al -1.843 -3.320 0.723
S -1.905 -1.236 -0.181
I -0.242 -4.693 -0.760
C -3.609 -4.211 0.647
C -3.511 -5.567 1.316
C -4.197 -6.824 0.514
O -4.570 -6.090 1.886
H -2.531 -0.526 0.760
H -3.852 -4.425 -0.386
H -4.412 -3.696 1.172
H -2.572 -5.831 1.805
H -4.792 -7.707 0.731
H -3.239 -7.384 0.713
C 4.119 -2.631 0.548
C 3.078 -3.669 0.940
C 2.855 -3.779 2.450
O 3.880 -4.459 3.165
C 5.021 -3.688 3.458
N 3.441 -4.956 0.339
H 5.138 -2.997 0.704
H 4.021 -2.387 -0.511
H 3.984 -1.715 1.118
H 2.126 -3.356 0.509
H 1.949 -4.367 2.613
H 2.679 -2.791 2.895
H 4.755 -2.644 3.661
H 5.758 -3.720 2.649
H 5.484 -4.111 4.351
H 2.684 -5.615 0.503
H 4.222 -5.326 0.875
C 1.822 2.410 -2.377
C 0.933 1.609 -1.428
C 1.405 1.644 0.031
O 2.526 0.835 0.310
C 3.779 1.381 -0.038
N 0.791 0.244 -1.942
H 2.735 1.868 -2.625
H 1.293 2.597 -3.311
H 2.100 3.376 -1.947
H -0.061 2.069 -1.441
H 0.601 1.245 0.653
H 1.595 2.676 0.363
H 3.811 2.466 0.107
H 4.040 1.135 -1.073
H 4.525 0.922 0.604
H 0.101 -0.244 -1.367
H 1.663 -0.248 -1.762
C -6.253 1.449 -3.432
C -5.215 0.803 -2.515
C -4.731 -0.563 -3.005
O -5.648 -1.623 -2.808
C -6.672 -1.739 -3.769
N -5.755 0.744 -1.148
H -7.245 1.012 -3.304
H -6.339 2.511 -3.214
H -5.969 1.346 -4.481
H -4.338 1.457 -2.499
H -3.852 -0.821 -2.413
H -4.419 -0.520 -4.057
H -6.318 -1.459 -4.767
H -7.546 -1.132 -3.514
H -6.983 -2.784 -3.788
H -5.022 0.412 -0.525
H -6.448 0.001 -1.133
C 9.979 0.675 1.097
C 8.614 0.077 1.427
C 7.450 0.709 0.655
O 7.057 1.987 1.121
C 7.854 3.060 0.663
N 8.414 0.133 2.877
H 10.131 1.633 1.592
H 10.770 0.007 1.438
H 10.100 0.819 0.021
H 8.641 -0.978 1.136
H 6.575 0.069 0.789
H 7.656 0.741 -0.424
H 8.207 2.890 -0.359
H 8.711 3.241 1.318
H 7.232 3.955 0.675
H 7.566 -0.372 3.119
H 8.208 1.098 3.124
C -6.378 6.122 -1.351
C -6.376 4.689 -0.824
C -6.195 4.590 0.696
O -4.879 4.814 1.162
C -4.494 6.166 1.279
N -5.374 3.913 -1.553
H -5.369 6.531 -1.411
H -6.795 6.148 -2.358
H -6.979 6.780 -0.720
H -7.356 4.256 -1.049
H -6.433 3.566 0.993
H -6.899 5.253 1.220
H -5.335 6.796 1.588
H -4.076 6.555 0.347
H -3.718 6.218 2.043
H -5.460 2.933 -1.278
H -4.460 4.191 -1.202
*
```

Entry 3:
Below is 2 unconnected molecules or ions with the total composition C5H14NO2P at a distorted geometry, with properties calculated with ωB97M-V/def2-TZVPD.

Results
Gap between HOMO and LUMO in eV: 9.0611
Total energy in a.u.: -745.4246
Energy relative to the best compared isomer or geometry (same formula, charge and spin) in kJ/mol: 192.9
LUMO energy in eV: 0.286

```
! wB97M-V def2-TZVPD RIJCOSX def2/J DEFGRID3
* xyz 0 1
C -1.566 1.253 1.257
C -1.479 0.376 -1.110
C -0.005 -0.637 0.652
C -0.587 0.691 0.132
C 1.267 -0.831 0.066
N 1.945 -2.012 0.350
O 3.890 -0.030 -0.237
O 2.313 1.772 0.773
P 2.385 0.640 -0.169
H -1.553 0.562 1.995
H -1.118 2.239 1.576
H -2.585 1.382 0.872
H -0.967 -0.195 -1.816
H -1.950 1.113 -1.632
H -2.265 -0.247 -0.753
H 0.140 -0.735 1.771
H -0.679 -1.556 0.493
H 0.284 1.402 -0.053
H 0.750 -0.705 -1.548
H 2.812 -2.090 -0.076
H 4.178 0.052 -1.135
H 1.373 -2.804 0.124
H 2.238 0.898 -1.546
*
```

Entry 4:
Below is a molecular structure, C32H43ClN8O2STl, with properties calculated with ωB97M-V/def2-TZVPD.

Results
Gap between HOMO and LUMO in eV: 6.3818
Total energy in a.u.: -2863.7193
Energy relative to the best compared isomer or geometry (same formula, charge and spin) in kJ/mol: 0.0
LUMO energy in eV: -9.114

```
! wB97M-V def2-TZVPD RIJCOSX def2/J DEFGRID3
* xyz 3 1
Tl 0.833 1.560 1.316
C -2.540 3.409 -1.330
C -1.287 2.911 -0.698
N -1.203 2.415 0.479
N -2.290 2.311 1.297
C -2.248 1.562 2.419
N -3.319 1.570 3.190
S -0.929 0.561 2.869
C 0.014 2.997 -1.429
C 0.096 3.574 -2.681
C 1.332 3.629 -3.322
C 2.446 3.116 -2.685
C 2.289 2.568 -1.420
N 1.106 2.508 -0.813
H -3.428 2.981 -0.870
H -2.590 4.499 -1.261
H -2.563 3.141 -2.387
H -3.069 2.940 1.142
H -4.166 2.067 2.952
H -3.330 1.023 4.038
H -0.781 3.968 -3.170
H 1.411 4.072 -4.306
H 3.424 3.141 -3.145
H 3.137 2.171 -0.873
O 0.294 3.464 3.019
C 0.595 4.882 2.978
C 2.082 5.138 2.892
C 2.722 4.420 1.686
C 3.494 3.186 2.062
C 4.804 3.305 2.510
C 5.520 2.188 2.896
C 4.915 0.939 2.820
C 3.623 0.868 2.360
N 2.925 1.965 1.993
H 0.420 3.142 3.922
H 0.157 5.367 3.850
H 0.085 5.257 2.090
H 2.570 4.835 3.822
H 2.232 6.215 2.810
H 3.416 5.095 1.184
H 1.954 4.179 0.946
H 5.253 4.289 2.550
H 6.539 2.286 3.248
H 5.433 0.036 3.109
H 3.116 -0.083 2.268
C -2.959 -5.670 0.197
C -1.432 -5.593 0.071
C -1.035 -6.223 -1.270
C -0.811 -6.443 1.190
C -0.967 -4.104 0.196
O -1.161 -3.632 1.545
C -1.707 -3.086 -0.694
C -1.452 -3.081 -2.208
C -1.632 -1.708 -2.811
C -2.811 -0.989 -2.614
C -3.007 0.249 -3.210
C -2.003 0.779 -4.008
Cl -2.272 2.296 -4.824
C -0.816 0.096 -4.210
C -0.642 -1.144 -3.609
C 0.552 -4.011 0.002
N 1.004 -2.615 -0.015
C 0.861 -1.692 0.918
N 1.263 -0.514 0.423
C 1.634 -0.810 -0.861
N 1.488 -2.069 -1.151
H -3.262 -6.716 0.234
H -3.467 -5.217 -0.656
H -3.346 -5.208 1.111
H -1.432 -7.238 -1.306
H 0.046 -6.311 -1.389
H -1.440 -5.693 -2.129
H -1.176 -7.466 1.097
H -1.076 -6.089 2.186
H 0.277 -6.493 1.123
H -1.986 -3.998 1.883
H -1.439 -2.099 -0.302
H -2.773 -3.185 -0.483
H -2.130 -3.773 -2.710
H -0.444 -3.428 -2.437
H -3.614 -1.419 -2.027
H -3.952 0.767 -3.112
H -0.059 0.504 -4.867
H 0.273 -1.695 -3.792
H 0.877 -4.424 -0.947
H 1.061 -4.527 0.812
H 0.458 -1.903 1.894
H 2.011 -0.092 -1.568
*
```

Entry 5:
Below is a molecular structure, C33H26N6O2ReS3 at a distorted geometry, with properties calculated with ωB97M-V/def2-TZVPD.

Results
Gap between HOMO and LUMO (spin up / spin down) in eV: 7.3870 / 6.3285
Total energy in a.u.: -3024.5272
Energy relative to the best compared isomer or geometry (same formula, charge and spin) in kJ/mol: 0.0
LUMO energy (spin up / spin down) in eV: -6.052 / -7.382

```
! wB97M-V def2-TZVPD RIJCOSX def2/J DEFGRID3
* xyz 2 4
Re -0.288 -0.007 0.038
C -4.650 1.023 -0.135
C -3.458 0.387 0.245
N -2.344 0.492 -0.458
C -2.358 1.245 -1.608
C -3.502 1.951 -2.035
C -4.669 1.810 -1.254
C -3.407 2.731 -3.209
C -2.225 2.796 -3.891
C -1.085 2.090 -3.464
C -1.152 1.304 -2.341
N -0.112 0.499 -1.807
C 0.356 -0.554 -2.651
C 0.980 -0.432 -3.864
C 1.262 -1.590 -4.616
C 0.916 -2.832 -4.171
C 0.290 -2.989 -2.911
C -0.157 -4.212 -2.377
C -0.783 -4.238 -1.159
C -0.920 -3.056 -0.424
N -0.516 -1.886 -0.894
C 0.047 -1.834 -2.146
H -5.533 0.893 0.475
H -3.406 -0.204 1.150
H -5.576 2.326 -1.547
H -4.279 3.274 -3.555
H -2.151 3.402 -4.785
H -0.170 2.175 -4.033
H 1.260 0.537 -4.252
H 1.756 -1.478 -5.573
H 1.118 -3.710 -4.772
H -0.009 -5.129 -2.937
H -1.141 -5.164 -0.733
H -1.323 -3.055 0.573
N -2.023 4.296 4.599
C -1.559 4.096 3.564
C -1.002 3.805 2.283
C -0.593 4.804 1.402
C -0.083 4.418 0.176
C 0.026 3.072 -0.117
N -0.356 2.099 0.735
C -0.881 2.475 1.907
H -0.679 5.847 1.676
H 0.246 5.149 -0.548
H 0.441 2.737 -1.052
H -1.226 1.707 2.568
C 0.116 -0.745 3.782
S -1.126 -0.680 2.475
C -1.875 -2.304 2.632
H -0.328 -0.443 4.729
H 0.948 -0.086 3.541
H 0.499 -1.760 3.841
H -1.103 -3.068 2.579
H -2.594 -2.445 1.826
H -2.403 -2.337 3.581
O 2.551 -2.721 -0.314
S 2.097 -2.069 0.870
O 0.941 -2.656 1.511
N 1.630 -0.464 0.588
C 2.709 0.364 0.783
S 2.810 1.889 0.252
C 3.772 -0.314 1.574
C 4.945 0.243 2.064
C 5.794 -0.562 2.811
C 5.499 -1.902 3.049
C 4.346 -2.478 2.533
C 3.506 -1.647 1.819
H 5.173 1.283 1.867
H 6.705 -0.141 3.217
H 6.185 -2.503 3.632
H 4.121 -3.526 2.684
*
```

Entry 6:
Below is a single C17H21NO5 molecule at a distorted geometry, with properties calculated with ωB97M-V/def2-TZVPD.

Results
Gap between HOMO and LUMO in eV: 8.8373
SMILES: CCOC(=O)c1c(CN2CCOCC2)oc2ccc(OC)cc12
Total energy in a.u.: -1091.3337
Energy relative to the best compared isomer or geometry (same formula, charge and spin) in kJ/mol: 194.3
LUMO energy in eV: 0.669

```
! wB97M-V def2-TZVPD RIJCOSX def2/J DEFGRID3
* xyz 0 1
C -0.861 -4.397 1.090
C -0.695 -3.692 -0.249
H 0.315 -3.857 -0.639
H -1.434 -4.042 -0.974
O -0.923 -2.289 -0.134
C 0.108 -1.542 0.286
O 1.200 -2.002 0.540
C -0.243 -0.128 0.387
C 0.619 0.894 0.723
O -0.005 2.082 0.745
C -1.305 1.861 0.417
C -2.324 2.797 0.314
C -3.571 2.332 -0.032
C -3.812 0.966 -0.272
C -2.792 0.035 -0.169
C -1.525 0.494 0.180
H -2.944 -1.015 -0.347
O -5.099 0.666 -0.604
C -5.427 -0.678 -0.862
H -6.489 -0.680 -1.103
H -4.862 -1.073 -1.711
H -5.253 -1.309 0.016
H -4.405 3.008 -0.129
H -2.140 3.842 0.498
C 2.076 0.866 1.034
N 2.846 1.430 -0.073
C 4.244 1.661 0.255
C 5.074 0.370 0.258
H 6.133 0.593 0.399
O 4.975 -0.297 -0.981
C 3.627 -0.602 -1.285
C 2.767 0.668 -1.311
H 1.726 0.409 -1.510
H 3.125 1.326 -2.109
H 3.641 -1.074 -2.269
H 3.224 -1.315 -0.552
H 4.737 -0.294 1.069
H 4.312 2.158 1.224
H 4.643 2.332 -0.513
H 2.253 1.511 1.901
H 2.349 -0.167 1.287
H -1.846 -4.194 1.504
H -0.745 -5.469 0.954
H -0.106 -4.046 1.788
*
```

Entry 7:
Below is 2 unconnected molecules or ions with the total composition C10H20N2O6, with properties calculated with ωB97M-V/def2-TZVPD.

Results
Gap between HOMO and LUMO in eV: 10.0752
SMILES: N[C@@H](CC(=O)O)C(=O)O.CC(C)C[C@H](N)C(=O)O
Total energy in a.u.: -954.0615
Energy relative to the best compared isomer or geometry (same formula, charge and spin) in kJ/mol: 0.0
LUMO energy in eV: 0.676

```
! wB97M-V def2-TZVPD RIJCOSX def2/J DEFGRID3
* xyz 0 1
C -1.126 -1.256 -0.010
C -1.341 -1.869 1.359
C -2.440 -0.623 -0.508
C -3.110 0.389 0.433
C -4.367 0.955 -0.229
C -2.158 1.513 0.847
C 3.619 0.108 0.132
C 4.266 0.432 -1.209
C 2.455 1.050 0.387
C 1.356 0.851 -0.623
H -0.394 -1.843 -1.815
H -1.236 -3.009 -1.040
H -0.375 -0.476 0.134
H -2.220 -0.126 -1.466
H -3.147 -1.435 -0.731
H -3.419 -0.142 1.346
H -4.898 1.633 0.449
H -5.062 0.159 -0.522
H -4.106 1.523 -1.129
H -1.739 2.013 -0.035
H -2.688 2.269 1.437
H -1.333 1.135 1.460
H -2.071 -3.372 2.197
H 5.329 -0.479 1.083
H 5.012 1.117 1.239
H 3.250 -0.921 0.083
H 2.056 0.875 1.391
H 2.782 2.094 0.341
H -0.280 1.554 -1.175
H 5.457 -0.273 -2.464
N -0.562 -2.262 -0.903
N 4.583 0.195 1.226
O -1.056 -1.357 2.415
O -1.963 -3.065 1.282
O 4.177 1.483 -1.798
O 1.322 -0.026 -1.455
O 0.377 1.763 -0.490
O 5.049 -0.577 -1.637
*
```